Entry 1:
{
  "formula": "C17H23BN2O3SW",
  "method": "ωB97M-V with the def2-TZVPD basis set",
  "spin_multiplicity": 2,
  "energy_ha": -1487.02592,
  "total_charge": -1,
  "lumo_energy_ev": [2.82, 2.81],
  "relative_energy_kcal_mol": 2.04,
  "s2": 0.756,
  "e_homo_ev": [-3.38, -3.02],
  "symbols": ["W", "C", "C", "C", "C", "C", "C", "C", "C", "C", "C", "H", "H", "H", "H", "H", "H", "H", "H", "H", "H", "H", "H", "H", "H", "H", "O", "N", "C", "C", "C", "C", "C", "S", "H", "H", "H", "H", "B", "C", "N", "H", "H", "H", "O", "C", "O", "H"],
  "coordinates": [[0.3952, 0.1756, 0.3358], [0.3509, -1.7764, 1.5176], [1.3014, -0.8553, 2.0880], [2.3960, -0.7000, 1.1513], [2.1653, -1.6085, 0.0961], [0.9397, -2.2682, 0.3229], [0.3213, -3.3546, -0.4958], [3.1712, -1.8546, -0.9846], [3.6742, 0.0164, 1.4561], [1.3415, -0.4324, 3.5285], [-0.8678, -2.3121, 2.2046], [-0.7220, -3.1331, -0.7101], [0.3686, -4.2943, 0.0627], [0.8442, -3.4907, -1.4424], [3.4508, -0.9234, -1.4723], [2.7881, -2.5181, -1.7563], [4.0672, -2.3042, -0.5440], [4.1377, 0.3927, 0.5439], [4.3898, -0.6469, 1.9565], [3.4849, 0.8684, 2.1084], [1.4070, 0.6464, 3.6551], [2.2124, -0.8809, 4.0158], [0.4540, -0.7808, 4.0578], [-1.6444, -2.5471, 1.4749], [-1.2779, -1.5686, 2.8873], [-0.6502, -3.2206, 2.7774], [-1.5791, 0.7774, 0.6345], [-2.1878, 1.6420, -0.1743], [-3.5167, 1.7974, -0.0057], [-4.2364, 2.6590, -0.7835], [-3.5664, 3.3942, -1.7682], [-2.2148, 3.2238, -1.9246], [-1.4869, 2.3191, -1.1292], [0.1900, 2.0590, -1.2964], [-3.9286, 1.1884, 0.7844], [-5.2999, 2.7594, -0.6242], [-4.1072, 4.0869, -2.3994], [-1.6589, 3.7716, -2.6718], [1.6921, 3.8681, 3.2144], [1.2532, 2.6889, 2.2700], [0.9627, 1.8075, 1.5828], [1.9314, 3.3780, 4.3037], [0.7672, 4.6526, 3.2852], [2.6808, 4.3845, 2.7342], [1.2039, -0.5949, -2.5761], [0.0541, -0.9626, -2.3827], [-0.6339, -0.8504, -1.2962], [-0.5131, -1.4503, -3.2025]],
  "mulliken_spin": [1.072, 0.057, -0.030, -0.110, 0.177, -0.087, 0.007, -0.021, -0.010, 0.004, -0.046, 0.001, -0.001, 0.000, 0.005, -0.001, 0.000, -0.001, 0.000, 0.000, -0.004, 0.000, -0.001, -0.001, 0.004, 0.001, 0.008, 0.012, -0.001, 0.001, 0.004, 0.001, 0.006, -0.018, 0.001, 0.000, 0.000, -0.001, 0.001, 0.024, -0.041, 0.001, 0.000, 0.001, 0.008, -0.017, -0.007, 0.002]
}

---

Entry 2:
{
  "formula": "C49H130N12O15",
  "method": "ωB97M-V with the def2-TZVPD basis set",
  "energy_ha": -3730.13167,
  "smiles": "COC[C@H](C)N.COC[C@H](C)N.COC[C@H](C)N.COC[C@H](C)N.COC[C@H](C)N.COC[C@H](C)N.COCCNCCOC.COCCNCCOC.COCCNCCOC.COCCNCCOC.NC(N)=O",
  "lumo_energy_ev": 0.27,
  "e_homo_ev": -8.42,
  "symbols": ["C", "O", "C", "C", "C", "N", "H", "H", "H", "H", "H", "H", "H", "H", "H", "H", "H", "C", "O", "C", "C", "C", "N", "H", "H", "H", "H", "H", "H", "H", "H", "H", "H", "H", "C", "O", "C", "C", "C", "N", "H", "H", "H", "H", "H", "H", "H", "H", "H", "H", "H", "C", "O", "C", "C", "C", "N", "H", "H", "H", "H", "H", "H", "H", "H", "H", "H", "H", "C", "O", "C", "C", "C", "N", "H", "H", "H", "H", "H", "H", "H", "H", "H", "H", "H", "C", "O", "C", "C", "C", "N", "H", "H", "H", "H", "H", "H", "H", "H", "H", "H", "H", "C", "O", "C", "C", "N", "C", "C", "O", "C", "H", "H", "H", "H", "H", "H", "H", "H", "H", "H", "H", "H", "H", "H", "H", "C", "O", "C", "C", "N", "C", "C", "O", "C", "H", "H", "H", "H", "H", "H", "H", "H", "H", "H", "H", "H", "H", "H", "H", "C", "O", "C", "C", "N", "C", "C", "O", "C", "H", "H", "H", "H", "H", "H", "H", "H", "H", "H", "H", "H", "H", "H", "H", "C", "O", "C", "C", "N", "C", "C", "O", "C", "H", "H", "H", "H", "H", "H", "H", "H", "H", "H", "H", "H", "H", "H", "H", "N", "C", "N", "O", "H", "H", "H", "H"],
  "coordinates": [[0.0841, -3.1873, -3.0843], [0.3784, -4.0946, -4.1661], [0.5240, -5.4383, -3.7722], [0.6410, -6.4150, -4.9816], [0.6810, -7.8282, -4.5437], [1.8384, -6.1683, -5.6913], [-0.9930, -3.2108, -2.9187], [0.2601, -2.1588, -3.3993], [0.5763, -3.4152, -2.1388], [1.3874, -5.4947, -3.1094], [-0.1786, -5.7026, -2.9819], [-0.2592, -6.2633, -5.5772], [1.1797, -8.4875, -5.2542], [-0.1265, -8.2557, -3.9494], [1.5093, -7.7429, -3.8403], [2.6529, -5.9749, -5.1262], [1.8886, -5.2830, -6.1746], [-1.3810, -0.0397, -5.7009], [-0.1059, 0.2968, -5.1436], [1.0121, -0.0702, -6.0018], [1.3711, 1.1613, -6.8286], [2.6452, 0.9094, -7.5894], [1.4350, 2.3221, -5.9021], [-2.2113, 0.4201, -5.1649], [-1.4589, -1.1218, -5.5958], [-1.5445, 0.2701, -6.7331], [1.9276, -0.2079, -5.4264], [0.7404, -0.9355, -6.6063], [0.5820, 1.4087, -7.5386], [3.4524, 0.8687, -6.8581], [2.9158, 1.7673, -8.2049], [2.4525, 0.0963, -8.2893], [0.9463, 2.9922, -6.4785], [0.7355, 2.2747, -5.1751], [-1.7011, -0.7735, 5.0387], [-2.1186, -1.1197, 6.4061], [-3.4281, -1.6255, 6.5624], [-3.3437, -2.8118, 7.5379], [-2.6304, -4.0608, 6.9312], [-4.5718, -3.0730, 8.1454], [-0.7401, -0.2618, 4.9875], [-2.3721, -0.0016, 4.6618], [-1.7140, -1.5984, 4.3263], [-3.9402, -0.8060, 7.0666], [-3.9403, -1.9115, 5.6438], [-2.7431, -2.4196, 8.3586], [-2.4363, -4.9631, 7.5111], [-1.5789, -3.8780, 6.7101], [-3.1659, -4.2964, 6.0115], [-5.1954, -3.2400, 7.3687], [-4.4674, -4.0055, 8.5191], [5.1617, -0.4431, -1.6225], [4.8260, 0.9279, -1.2052], [4.2230, 1.6657, -2.2582], [5.1360, 1.8801, -3.4552], [6.5010, 2.5192, -3.2670], [4.4878, 2.7343, -4.4642], [5.2621, -1.0436, -0.7183], [6.0982, -0.4628, -2.1799], [4.3868, -0.9373, -2.2085], [3.2562, 1.2329, -2.5153], [3.9520, 2.6451, -1.8639], [5.2862, 0.9278, -3.9638], [7.1840, 1.9052, -2.6800], [6.4780, 3.4806, -2.7539], [7.0382, 2.6171, -4.2103], [3.6233, 2.3720, -4.8403], [4.2515, 3.6606, -4.1382], [-4.3608, 4.4861, -5.4399], [-3.8530, 5.0040, -4.1926], [-2.4987, 5.5242, -4.1763], [-2.4621, 6.4103, -2.9028], [-3.2933, 7.6074, -3.1615], [-1.1809, 6.9745, -2.4547], [-5.2963, 3.9606, -5.2481], [-3.6882, 3.7242, -5.8337], [-4.5419, 5.3329, -6.1020], [-1.7589, 4.7383, -4.0243], [-2.1957, 6.0287, -5.0937], [-2.9176, 5.9270, -2.0385], [-3.1503, 8.3368, -2.3643], [-4.3392, 7.3140, -3.2515], [-2.9073, 8.0205, -4.0934], [-0.6582, 6.1870, -2.0989], [-1.2256, 7.5387, -1.6182], [4.7906, 0.5329, 6.8869], [3.8594, 0.7463, 5.8134], [2.5291, 0.1849, 5.9603], [2.4970, -1.4107, 6.2197], [3.1711, -2.2196, 5.1365], [1.1778, -1.9564, 6.3854], [5.0213, -0.5324, 6.8918], [4.3635, 0.9354, 7.8054], [5.6655, 1.1056, 6.5793], [1.8818, 0.6561, 6.6999], [2.1033, 0.3699, 4.9741], [2.9904, -1.6659, 7.1575], [2.5596, -2.0845, 4.2443], [3.2590, -3.2863, 5.3427], [4.2274, -1.9662, 5.0471], [1.2285, -2.9609, 6.4781], [0.7544, -1.6426, 7.2470], [5.2953, -0.9525, 2.3020], [4.9573, -2.3294, 2.1104], [6.0652, -3.1724, 2.1555], [5.8682, -4.4293, 1.1974], [5.8915, -3.9296, -0.2155], [5.6899, -4.9866, -1.1584], [5.6444, -4.4569, -2.6191], [4.5563, -3.5096, -2.7942], [4.2280, -3.2951, -4.1707], [5.5292, -0.8678, 3.3633], [4.4881, -0.2506, 2.0929], [6.1200, -0.5911, 1.6877], [6.3591, -3.3713, 3.1861], [6.9163, -2.6261, 1.7490], [4.9754, -4.9398, 1.5588], [6.7518, -5.0582, 1.3065], [5.2318, -3.1851, -0.3902], [4.6821, -5.3824, -1.0325], [6.3695, -5.8351, -1.0777], [5.4595, -5.2803, -3.3091], [6.5902, -3.9760, -2.8686], [4.2056, -4.2111, -4.7610], [5.0973, -2.7627, -4.5568], [3.3368, -2.6855, -4.3201], [-2.9260, 1.9277, -2.7033], [-1.8981, 1.2290, -2.0663], [-0.7224, 1.9232, -2.2381], [0.3771, 0.8589, -1.8721], [0.3035, 0.3764, -0.5043], [1.3845, -0.3867, 0.0989], [0.8226, -0.9347, 1.4543], [0.1235, -2.1836, 1.3056], [-1.2216, -2.1731, 0.7936], [-3.1298, 2.8764, -2.2068], [-3.8825, 1.4050, -2.7027], [-2.6092, 2.0892, -3.7336], [-0.7335, 2.8323, -1.6368], [-0.5226, 2.2052, -3.2719], [1.3257, 1.3871, -1.9682], [0.3723, -0.0229, -2.5128], [-0.5395, -0.1689, -0.3941], [2.2873, 0.1929, 0.2913], [1.6192, -1.2594, -0.5105], [0.1293, -0.2129, 1.8860], [1.5968, -1.1388, 2.1939], [-1.8734, -1.6081, 1.4599], [-1.5231, -3.2093, 0.6402], [-1.3866, -1.6608, -0.1542], [-5.0898, -1.6550, -2.3732], [-6.2619, -2.0581, -1.6822], [-6.6820, -1.1877, -0.6386], [-5.8169, -1.1988, 0.6876], [-5.9347, -2.4719, 1.3315], [-5.4644, -2.5629, 2.6903], [-4.9264, -4.0003, 3.0593], [-3.7196, -4.2608, 2.3063], [-2.8515, -5.2801, 2.8030], [-4.2450, -1.8170, -1.7038], [-4.9612, -0.6750, -2.8329], [-4.9125, -2.3975, -3.1512], [-7.6863, -1.5434, -0.4085], [-6.9513, -0.2345, -1.0937], [-6.0974, -0.3880, 1.3599], [-4.7845, -1.0525, 0.3701], [-5.5295, -3.2180, 0.7846], [-6.2886, -2.1107, 3.2418], [-4.6288, -1.8914, 2.8878], [-5.7861, -4.6091, 2.7791], [-4.6688, -4.0139, 4.1183], [-2.5627, -5.0697, 3.8328], [-2.0018, -5.2053, 2.1245], [-3.2356, -6.3002, 2.8067], [-4.2220, 6.4141, 5.7770], [-3.4718, 5.8120, 4.7264], [-2.5120, 6.7295, 4.1519], [-1.8648, 6.1143, 2.8512], [-2.9502, 5.7779, 1.9060], [-2.6456, 4.8180, 0.8500], [-2.4758, 3.3077, 1.3380], [-3.7553, 2.8442, 1.8511], [-3.7432, 1.6535, 2.5680], [-4.8335, 7.2331, 5.3984], [-3.5935, 6.6856, 6.6251], [-4.8022, 5.5557, 6.1156], [-1.7516, 7.0027, 4.8834], [-2.9883, 7.6874, 3.9427], [-1.3289, 5.2099, 3.1390], [-1.1325, 6.8622, 2.5471], [-3.6508, 5.4531, 2.5570], [-1.6913, 5.1260, 0.4227], [-3.3871, 4.6730, 0.0643], [-1.6544, 3.2383, 2.0511], [-2.2322, 2.6494, 0.5041], [-3.1833, 0.9472, 1.9551], [-4.7148, 1.2184, 2.8019], [-3.2019, 1.7287, 3.5111], [1.7176, 5.7395, 1.5381], [1.1698, 4.9820, 0.6518], [1.1614, 3.7203, 1.0563], [0.6000, 5.3650, -0.3434], [1.4793, 6.7092, 1.3865], [2.1845, 5.3050, 2.3212], [1.7831, 3.3021, 1.7336], [0.7230, 3.0288, 0.4650]],
  "lowdin_charge": [-0.080, -0.195, -0.218, -0.464, -0.078, 0.039, 0.084, 0.065, 0.087, 0.115, 0.119, 0.144, 0.084, 0.086, 0.072, 0.062, 0.075, -0.076, -0.239, -0.158, -0.453, -0.061, 0.063, 0.071, 0.088, 0.087, 0.121, 0.129, 0.128, 0.075, 0.080, 0.086, 0.073, 0.046, -0.064, -0.199, -0.198, -0.474, -0.037, 0.037, 0.067, 0.055, 0.082, 0.128, 0.113, 0.132, 0.072, 0.063, 0.048, 0.072, 0.076, -0.061, -0.191, -0.217, -0.435, -0.065, 0.034, 0.062, 0.087, 0.075, 0.094, 0.125, 0.125, 0.067, 0.080, 0.078, 0.019, 0.070, -0.083, -0.221, -0.161, -0.450, -0.088, 0.045, 0.083, 0.075, 0.086, 0.101, 0.123, 0.119, 0.079, 0.081, 0.084, 0.027, 0.067, -0.089, -0.222, -0.135, -0.442, -0.061, 0.034, 0.074, 0.089, 0.087, 0.112, 0.109, 0.119, 0.077, 0.081, 0.064, 0.073, 0.077, -0.094, -0.207, -0.234, -0.150, -0.057, -0.227, -0.183, -0.225, -0.096, 0.075, 0.082, 0.086, 0.115, 0.106, 0.110, 0.111, 0.084, 0.112, 0.121, 0.110, 0.119, 0.069, 0.084, 0.083, -0.102, -0.181, -0.218, -0.159, -0.069, -0.171, -0.176, -0.195, -0.086, 0.087, 0.081, 0.070, 0.114, 0.096, 0.095, 0.098, 0.060, 0.106, 0.112, 0.110, 0.101, 0.077, 0.084, 0.063, -0.110, -0.187, -0.192, -0.189, -0.082, -0.213, -0.165, -0.211, -0.089, 0.070, 0.072, 0.086, 0.114, 0.114, 0.113, 0.099, 0.112, 0.117, 0.092, 0.118, 0.094, 0.068, 0.084, 0.085, -0.105, -0.214, -0.198, -0.183, -0.045, -0.169, -0.166, -0.192, -0.135, 0.090, 0.083, 0.089, 0.111, 0.113, 0.101, 0.102, 0.086, 0.087, 0.102, 0.097, 0.100, 0.073, 0.082, 0.070, 0.175, -0.786, 0.177, 0.028, 0.127, 0.120, 0.109, 0.086]
}